Below is a cluster of 10 separate species, C22H30Cl2N9O2 in total, with properties calculated with the ωB97M-V functional and the def2-TZVPD basis.

Each line ends with the Mulliken charge.
Cartesian coordinates (Å):
C (1.26197, 0.57775, -3.85083)  -1.581
C (-0.07598, 0.18371, -4.41796)  0.772
Cl (-0.21071, -1.44053, -5.02607)  -0.213
C (-1.10092, 1.02084, -4.48301)  0.219
Cl (-0.86330, 2.65473, -3.88907)  -0.230
C (-2.48868, 0.69260, -5.03906)  0.358
O (-3.10276, 1.61379, -5.63204)  -0.760
O (-2.95138, -0.43958, -4.84899)  -0.684
H (1.09352, 0.90278, -2.82814)  0.350
H (1.97019, -0.23381, -3.87567)  0.439
H (1.64668, 1.45864, -4.36964)  0.404
C (-2.59385, -4.32271, -2.53886)  -0.824
C (-1.66958, -3.30471, -2.06857)  0.308
N (-0.95607, -2.48928, -1.69789)  -0.281
H (-2.24779, -5.32152, -2.27409)  0.298
H (-3.58257, -4.18490, -2.10376)  0.257
H (-2.69968, -4.27980, -3.62211)  0.255
C (1.95244, -1.56461, 0.89371)  -0.376
C (2.14186, -1.24495, -0.51164)  0.315
N (2.29136, -0.99431, -1.62144)  -0.392
H (1.24879, -2.38709, 1.02182)  0.313
H (2.89799, -1.85596, 1.35940)  0.083
H (1.56235, -0.71486, 1.45137)  0.062
C (6.68760, -1.85580, 1.64726)  -0.864
C (5.38948, -1.67759, 2.27168)  0.506
N (4.35965, -1.53652, 2.75789)  -0.466
H (7.18963, -0.90096, 1.50588)  0.204
H (7.33192, -2.47964, 2.25357)  0.338
H (6.59167, -2.32680, 0.66841)  0.321
C (-5.42166, 0.73422, -3.05388)  -0.517
C (-5.93121, 1.31302, -1.82192)  0.521
N (-6.33441, 1.77292, -0.84838)  -0.617
H (-4.37839, 0.99687, -3.22773)  -0.023
H (-5.48404, -0.35077, -3.03683)  0.290
H (-5.98827, 1.08146, -3.91655)  0.266
C (-9.45012, 0.47592, -3.30074)  -0.727
C (-8.52884, -0.64798, -3.25624)  0.355
N (-7.78976, -1.52291, -3.22222)  -0.394
H (-9.97035, 0.51905, -4.25663)  0.289
H (-10.19999, 0.39932, -2.51484)  0.277
H (-8.92133, 1.41871, -3.16472)  0.219
C (4.33044, -1.66047, 6.08745)  -0.383
C (3.85924, -1.11278, 7.35011)  0.273
N (3.48774, -0.67315, 8.34240)  -0.401
H (5.39339, -1.47004, 5.94519)  0.202
H (4.18035, -2.73785, 6.04198)  0.281
H (3.80289, -1.22113, 5.24186)  0.028
C (-6.26040, 4.97906, -1.13462)  -0.563
C (-5.43250, 6.12050, -0.77314)  0.280
N (-4.78499, 7.02350, -0.48832)  -0.394
H (-5.80970, 4.04147, -0.81891)  0.146
H (-7.24252, 5.04371, -0.66838)  0.269
H (-6.40742, 4.92575, -2.21264)  0.263
C (1.78938, 1.33318, 5.12924)  -0.697
C (1.02929, 0.72154, 4.04938)  0.373
N (0.42679, 0.23972, 3.20132)  -0.413
H (1.25975, 2.18896, 5.54470)  0.325
H (1.96256, 0.62635, 5.94030)  0.101
H (2.75951, 1.68122, 4.77629)  0.259
C (10.07479, 0.44820, 3.83636)  -0.798
C (9.33466, -0.80315, 3.79385)  0.401
N (8.74922, -1.78831, 3.76036)  -0.434
H (9.62479, 1.19262, 3.18095)  0.269
H (10.09131, 0.85874, 4.84469)  0.269
H (11.10598, 0.30368, 3.51808)  0.274

Atoms 1-3, force components in eV/Å:
C -0.5 0.3 -0.3
C 0.6 0.3 0.1
Cl 0.2 0.0 0.0

Output
2S+1: 1
HOMO-LUMO gap, eV: 5.55
Charge: -1

Below is a cluster of 2 separate species, C16H36BBrN4O4P in total, with properties calculated with the ωB97M-V functional and the def2-TZVPD basis.

Each line ends with the Mulliken charge.
Cartesian coordinates (Å):
C (5.16533, 2.33973, 3.90548)  -0.090
C (4.76891, 1.86813, 2.87610)  -0.493
C (4.10411, 1.65032, 1.58748)  -1.170
C (2.56851, 2.05305, 1.65184)  1.030
C (1.90624, 0.82438, 2.28840)  -0.816
C (0.50180, 1.06933, 2.88812)  -1.154
C (-0.66873, 0.79713, 1.90639)  -0.276
C (-2.01706, 1.33058, 2.40036)  -1.114
C (-2.04536, 2.84128, 2.65849)  -0.091
N (-3.46278, 3.27202, 2.84017)  -0.754
O (2.57611, 3.22354, 2.45089)  -0.738
B (2.84544, 4.37348, 1.57645)  1.181
Br (4.83342, 5.09823, 1.66895)  -0.483
O (2.78549, 3.79624, 0.21516)  -0.758
C (1.99710, 2.65394, 0.34068)  -0.182
O (0.66940, 3.15078, 0.41976)  -0.574
H (5.39636, 2.76970, 4.85047)  0.365
H (4.13282, 0.57105, 1.38872)  0.347
H (4.63014, 2.21686, 0.81848)  0.419
H (1.84619, 0.00603, 1.56226)  0.121
H (2.52946, 0.46968, 3.11284)  0.668
H (0.36171, 0.34148, 3.69679)  0.484
H (0.42724, 2.04824, 3.36590)  0.345
H (-0.41552, 1.13783, 0.90055)  0.411
H (-0.77907, -0.29218, 1.83789)  0.394
H (-2.81814, 1.07139, 1.70345)  0.262
H (-2.25412, 0.83278, 3.34884)  0.242
H (-1.67123, 3.33338, 1.75525)  0.206
H (-1.47547, 3.09370, 3.54921)  0.356
H (-3.48308, 3.98268, 3.56395)  0.246
H (-3.74679, 3.77490, 2.00726)  0.267
H (2.20565, 5.36575, 1.80135)  -0.308
H (2.13241, 2.03323, -0.55264)  0.310
H (0.34093, 3.03292, 1.31672)  0.317
O (-0.58394, -3.83165, -0.50712)  -0.870
P (-0.78512, -3.32980, -1.91486)  0.826
N (-0.13464, -1.75372, -1.74728)  0.347
C (-0.66180, -0.51613, -2.28530)  -1.021
C (1.27215, -1.64749, -1.37601)  -0.655
N (-2.52551, -3.37549, -1.90634)  0.262
C (-3.31743, -2.17674, -1.71548)  -1.119
C (-3.09544, -4.45995, -1.11530)  -1.106
N (-0.78500, -3.28975, -3.63141)  0.074
C (0.51855, -3.24514, -4.29389)  -1.133
C (-1.91122, -3.38698, -4.54277)  -0.900
H (-0.85674, -0.55163, -3.36714)  0.211
H (0.02992, 0.31159, -2.13169)  0.456
H (-1.57419, -0.21361, -1.77098)  0.207
H (1.92362, -1.72372, -2.25717)  0.300
H (1.55802, -2.43619, -0.67773)  0.364
H (1.46803, -0.70448, -0.86414)  -0.107
H (-3.12218, -1.69481, -0.74727)  0.269
H (-4.38211, -2.41913, -1.76567)  0.389
H (-3.15091, -1.45586, -2.51741)  0.323
H (-3.11348, -4.23234, -0.04309)  0.310
H (-2.53005, -5.38090, -1.25278)  0.366
H (-4.12047, -4.65845, -1.44311)  0.318
H (0.80652, -2.21544, -4.53312)  0.290
H (0.52360, -3.82275, -5.21914)  0.403
H (1.29328, -3.67586, -3.65899)  0.340
H (-2.33589, -2.39732, -4.73612)  0.258
H (-2.69267, -4.04309, -4.17494)  0.269
H (-1.60234, -3.80472, -5.50578)  0.361

Atoms 1-3, force components in eV/Å:
C 0.0 -0.4 0.2
C -0.5 0.7 -0.1
C -0.3 -0.9 -0.6

Output
2S+1: 1
HOMO-LUMO gap, eV: 6.84
Charge: -1

Below is a structure of composition C28H35N5P2PdS, with properties calculated with the ωB97M-V functional and the def2-TZVPD basis.

Each line ends with the Mulliken charge.
Cartesian coordinates (Å):
Pd (-0.32891, -1.38363, 0.50930)  -0.218
C (1.48113, -2.21358, -1.07851)  -0.974
C (1.12427, -1.13634, -1.80992)  0.955
C (0.41820, -1.19694, -3.16299)  -1.460
C (-0.94022, -2.06670, -3.08353)  -1.389
C (-1.57390, -2.02322, -1.71498)  0.417
C (-1.27366, -2.86699, -0.66335)  -0.576
C (-0.22698, -4.01236, -0.70776)  -0.775
C (1.08825, -3.62560, -1.45428)  -0.763
C (-1.19032, 0.12367, 2.39710)  -1.295
H (2.18925, -2.06315, -0.22923)  0.223
H (1.70101, -0.26885, -1.49920)  0.748
H (1.04149, -1.69822, -3.94973)  0.424
H (0.11785, -0.16714, -3.51604)  0.534
H (-1.61290, -1.59262, -3.83227)  0.435
H (-0.74291, -3.11366, -3.40255)  0.440
H (-2.33453, -1.23423, -1.63550)  0.736
H (-2.05592, -3.14124, 0.11495)  0.363
H (-0.57989, -4.97517, -1.19495)  0.414
H (-0.03081, -4.19739, 0.38709)  0.218
H (1.91855, -4.30592, -1.08357)  0.382
H (0.97400, -3.60675, -2.58077)  0.265
H (-0.57659, -0.37875, 3.18352)  0.230
H (-2.27286, -0.01038, 2.65556)  0.583
H (-0.98632, 1.21804, 2.44126)  0.365
P (-1.58269, 0.67062, -0.10956)  0.684
P (1.77172, 0.87503, 0.69172)  0.305
N (-3.32312, -0.39409, 0.17440)  0.463
N (-2.50826, 2.22500, 0.22412)  0.515
N (3.23725, -0.29443, 0.79712)  0.401
N (2.71508, 2.33821, 0.87207)  0.900
C (-0.59399, 1.38407, -1.53002)  0.017
C (0.89522, 1.69847, -1.09027)  -1.795
C (-3.22881, -1.48015, 1.01998)  -1.092
C (-4.28309, -2.35855, 0.81644)  -0.697
C (-5.05385, -1.80899, -0.23924)  -0.760
C (-4.47261, -0.57700, -0.58402)  -0.590
C (-3.30491, 2.43323, 1.36175)  -0.452
C (-4.23812, 3.43836, 1.09548)  -0.560
C (-3.93399, 3.95456, -0.20216)  -0.683
C (-2.83826, 3.24225, -0.66872)  -0.325
C (3.12671, -1.43375, 1.64670)  -0.642
C (4.09592, -2.38917, 1.35022)  -0.494
C (4.89993, -1.83125, 0.28009)  -0.665
C (4.36870, -0.56119, -0.01683)  -0.202
C (3.89852, 2.70653, 0.20105)  -0.457
C (4.33491, 3.93172, 0.67530)  -0.639
C (3.40893, 4.35480, 1.69542)  -0.959
C (2.39157, 3.42156, 1.71219)  -0.617
H (-1.00513, 2.21327, -2.15532)  0.850
H (-0.66314, 0.54134, -2.24561)  -0.574
H (1.57347, 1.58759, -1.97073)  0.497
H (1.08646, 2.77483, -0.86397)  0.668
H (-2.36382, -1.64341, 1.65752)  0.966
H (-4.42651, -3.27082, 1.36842)  0.530
H (-5.87470, -2.27599, -0.74809)  0.414
H (-4.71453, 0.16630, -1.33433)  0.507
H (-3.12435, 1.85744, 2.25298)  0.286
H (-5.09632, 3.70511, 1.72406)  0.391
H (-4.50631, 4.67932, -0.78075)  0.397
H (-2.28511, 3.34937, -1.57558)  0.334
H (2.36335, -1.37760, 2.40182)  0.419
H (4.14787, -3.37676, 1.81931)  0.418
H (5.73874, -2.36943, -0.18583)  0.386
H (4.76552, 0.17915, -0.71302)  0.260
H (4.31988, 2.10662, -0.58228)  0.331
H (5.21061, 4.45394, 0.32164)  0.446
H (3.46273, 5.19915, 2.36783)  0.432
H (1.47951, 3.37999, 2.28547)  0.718
S (1.68430, 2.50191, 4.97199)  -0.377
C (1.57042, 1.42079, 3.80290)  0.383
N (1.54701, 0.58918, 2.91870)  -0.626

Atoms 1-3, force components in eV/Å:
Pd 0.9 2.8 0.0
C 0.3 -0.2 0.2
C 1.6 -0.7 -0.4

Output
Energy relative to the best compared isomer or geometry (same formula, charge and spin), eV: 3.529
2S+1: 3
HOMO-LUMO gap (alpha / beta), eV: 6.10 / 4.77

Below is a structure of composition C35H39N5O8PSTi, with properties calculated with the ωB97M-V functional and the def2-TZVPD basis.

Each line ends with the Mulliken charge.
Cartesian coordinates (Å):
Ti (0.33421, -0.35047, -0.02227)  -0.554
O (0.79739, -2.83343, -6.58432)  -0.669
C (1.19661, -2.72159, -5.43786)  -0.078
O (2.08313, -3.29653, -4.75395)  -0.672
C (0.51062, -1.76986, -4.45513)  0.105
C (-0.49883, -2.24459, -3.62048)  -1.263
C (-0.77771, -1.57063, -2.45967)  0.263
N (-0.18008, -0.40123, -2.12439)  0.752
C (0.63052, 0.17506, -3.05438)  -0.120
C (0.99379, -0.48594, -4.20340)  -0.202
C (1.11821, 1.56515, -2.84294)  0.168
C (2.46204, 1.87822, -3.00922)  -0.412
C (2.85413, 3.19922, -2.86411)  -0.807
C (1.89118, 4.15280, -2.57551)  -0.650
C (0.57372, 3.74053, -2.43298)  -0.425
N (0.18700, 2.47339, -2.55307)  -0.244
C (-1.56652, -2.21808, -1.39967)  1.096
C (-2.48861, -3.22262, -1.63692)  -0.656
C (-3.03040, -3.89773, -0.55847)  -1.027
C (-2.63011, -3.55818, 0.72417)  -1.197
C (-1.74267, -2.51577, 0.88523)  -0.586
N (-1.24226, -1.84466, -0.15605)  1.481
H (-0.94302, -3.21035, -3.81986)  0.407
H (1.68618, -0.01956, -4.89277)  0.672
H (3.17921, 1.10049, -3.23814)  0.488
H (3.89305, 3.47919, -2.98437)  0.463
H (2.14643, 5.20013, -2.47935)  0.525
H (-0.20643, 4.45996, -2.20905)  0.474
H (-2.76322, -3.47761, -2.65040)  0.618
H (-3.74969, -4.69041, -0.71888)  0.450
H (-3.01133, -4.07534, 1.59252)  0.572
H (-1.40660, -2.19781, 1.86045)  0.586
C (2.48640, 0.42555, 4.65279)  -1.658
C (1.16821, 0.30038, 3.91007)  1.741
C (0.05654, -0.22308, 4.81612)  -1.507
O (0.79657, 1.55743, 3.33327)  -0.315
C (1.32097, -0.67446, 2.73807)  -0.626
O (2.22658, -1.45954, 2.65237)  -0.619
O (0.32298, -0.62382, 1.84193)  0.928
H (2.35830, 1.07473, 5.52160)  0.426
H (3.24403, 0.85556, 3.99764)  0.334
H (2.83666, -0.54765, 4.99122)  0.342
H (-0.09401, 0.46720, 5.64882)  0.467
H (0.32021, -1.19697, 5.23092)  0.411
H (-0.87814, -0.31327, 4.26033)  0.174
H (0.61279, 2.16420, 4.05989)  0.324
C (1.82448, 5.11928, 1.29325)  -0.977
N (2.03537, 3.71414, 0.94402)  0.504
C (3.26547, 3.16302, 0.94088)  -0.291
C (3.48851, 1.88818, 0.53689)  -1.564
C (2.33829, 1.18418, 0.14156)  0.912
O (2.30416, -0.02223, -0.31404)  -0.349
N (1.10258, 1.68153, 0.22680)  1.441
C (0.89325, 2.99705, 0.54639)  -1.197
O (-0.16988, 3.57402, 0.46678)  -0.719
H (2.76560, 5.54054, 1.63576)  0.420
H (1.07794, 5.19383, 2.07948)  0.266
H (1.46523, 5.66878, 0.42611)  0.295
H (4.06894, 3.81120, 1.26514)  0.504
H (4.46777, 1.43860, 0.51128)  0.605
C (3.20357, -2.64409, -2.02344)  -0.618
S (2.63981, -2.68152, -0.32808)  0.448
C (2.38883, -4.43484, -0.14204)  -1.146
O (1.17131, -2.19487, -0.42124)  -0.266
H (4.15355, -3.17703, -2.08336)  0.598
H (3.35835, -1.59471, -2.26926)  -0.007
H (2.47504, -3.08641, -2.70907)  0.144
H (3.36528, -4.92038, -0.14155)  0.489
H (1.76906, -4.80550, -0.95686)  0.323
H (1.90645, -4.57985, 0.82304)  0.355
C (-2.59063, 2.00730, -0.87919)  -1.659
P (-2.06179, 0.98090, 0.51593)  2.616
C (-2.21815, 2.02095, 2.00289)  -1.470
C (-3.49151, -0.12536, 0.78594)  0.401
C (-4.26537, -0.58070, -0.27997)  -0.597
C (-5.37197, -1.38973, -0.05665)  -0.797
C (-5.72458, -1.75217, 1.23529)  -0.608
C (-4.96378, -1.30266, 2.30608)  -0.867
C (-3.85619, -0.49940, 2.08255)  -0.478
H (-2.60549, 1.41223, -1.79171)  0.396
H (-1.84925, 2.78896, -1.01917)  0.143
H (-3.57659, 2.43513, -0.69541)  0.566
H (-3.27264, 2.25215, 2.15087)  0.625
H (-1.64565, 2.93166, 1.88422)  0.427
H (-1.83669, 1.47499, 2.86370)  0.214
H (-4.02194, -0.29850, -1.29724)  0.336
H (-5.96745, -1.72369, -0.89728)  0.466
H (-6.59608, -2.37085, 1.40865)  0.428
H (-5.23919, -1.56951, 3.31876)  0.461
H (-3.28205, -0.15260, 2.93353)  0.243

Atoms 1-3, force components in eV/Å:
Ti 0.2 -0.4 0.8
O 0.1 0.1 0.0
C -0.2 -0.2 0.3

Output
Energy relative to the best compared isomer or geometry (same formula, charge and spin), eV: 0.300
2S+1: 1
HOMO-LUMO gap, eV: 6.51
Charge: +1

Below is an isolated molecule of C3H9N3O2, with properties calculated with the ωB97M-V functional and the def2-TZVPD basis.

Each line ends with the Mulliken charge.
Cartesian coordinates (Å):
C (-0.41932, 1.88329, -0.14087)  -1.356
C (0.09448, 0.48300, -0.42621)  0.854
O (-0.15738, 0.12890, -1.76203)  -0.597
O (1.46768, 0.42720, -0.12275)  -0.350
H (0.66611, -0.20381, -2.14682)  0.340
H (-1.49570, 1.90137, -0.29097)  0.345
H (0.07197, 2.58994, -0.80744)  0.372
H (-0.17861, 2.17122, 0.87931)  0.292
C (-0.51542, -0.60884, 0.54649)  0.737
N (-1.44803, -1.41322, -0.06354)  -0.423
N (1.62702, -1.08950, 0.08896)  -0.522
N (-0.53261, -0.53516, 1.84047)  -0.890
H (-1.63181, -1.24450, -1.03924)  0.222
H (-2.07479, -1.90056, 0.55429)  0.254
H (1.82770, -1.26753, 1.07402)  0.247
H (2.48400, -1.37661, -0.38280)  0.219
H (0.21471, 0.05482, 2.19912)  0.255

Atoms 1-3, force components in eV/Å:
C 0.3 -0.3 0.0
C 0.0 -1.0 1.3
O 0.2 0.2 -0.3

Output
Energy relative to the best compared isomer or geometry (same formula, charge and spin), eV: 3.965
2S+1: 1
HOMO-LUMO gap, eV: 9.50
Structure (SMILES): [H]/N=C(/N)[C@](C)(O)ON

Below is a cluster of 2 separate species, C3H10NO2S2 in total, with properties calculated with the ωB97M-V functional and the def2-TZVPD basis.

Each line ends with the Mulliken charge.
Cartesian coordinates (Å):
N (2.33119, 0.67902, -0.31160)  -0.494
C (1.05573, -0.14477, -0.82611)  0.561
C (0.08191, 0.95799, -1.19525)  -0.518
O (0.07888, 1.93385, -0.42734)  -0.637
C (0.57386, -1.02787, 0.26433)  -1.331
S (-0.73144, -2.34587, 0.07457)  -0.028
S (-2.38730, -1.32702, 0.47583)  -0.185
H (2.16351, 1.66939, -0.26615)  0.325
H (2.47924, 0.24226, 0.66493)  0.346
H (3.13731, 0.52765, -0.89853)  0.387
H (1.36923, -0.66193, -1.77341)  0.209
H (-0.44739, 0.97652, -2.17112)  0.391
H (1.45230, -1.62990, 0.81572)  0.321
H (0.36485, -0.51082, 1.21706)  0.498
H (-2.56101, -1.37227, 1.82189)  0.144
H (2.08506, 4.59829, 0.41051)  0.301
H (0.58058, 4.35856, 0.81928)  0.324
O (1.51431, 3.94936, 0.84594)  -0.614

Atoms 1-3, force components in eV/Å:
N 0.6 -2.8 2.2
C -1.4 1.2 -3.1
C 0.2 -1.6 -1.4

Output
Energy relative to the best compared isomer or geometry (same formula, charge and spin), eV: 3.146
2S+1: 2
HOMO-LUMO gap (alpha / beta), eV: 4.69 / 8.19